<A>
{
  "formula": "C4H12N2O",
  "method": "ωB97M-V/def2-TZVPD",
  "symbols": ["C", "C", "C", "N", "C", "N", "H", "H", "H", "H", "H", "H", "H", "H", "H", "H", "O", "H", "H"],
  "positions_angstrom": [[1.2123, -0.5331, -2.3766], [0.3910, -0.3764, -1.0996], [-0.4730, 0.8695, -1.0703], [-0.9388, 1.2054, 0.2541], [-0.2219, 1.5281, 1.2316], [-0.7535, 1.8386, 2.4635], [1.6312, 0.4323, -2.6733], [0.5697, -0.7192, -3.2378], [1.9748, -1.3000, -2.3349], [1.0942, -0.4138, -0.2563], [-0.2296, -1.2635, -0.9598], [-0.0252, 1.7461, -1.5521], [-1.3975, 0.6740, -1.6207], [0.8695, 1.6369, 1.1923], [-0.2842, 2.5410, 3.0089], [-1.7592, 1.8752, 2.5126], [-0.8271, -3.4943, 2.0269], [-0.7581, -2.5397, 1.9050], [-0.0746, -3.7072, 2.5865]],
  "mol_weight_g_mol": 104.2,
  "total_charge": 0,
  "smiles": "CCC/N=C/N.O"
}



<B>
{
  "formula": "C4H12N2O",
  "method": "ωB97M-V/def2-TZVPD",
  "symbols": ["C", "C", "C", "O", "N", "C", "N", "H", "H", "H", "H", "H", "H", "H", "H", "H", "H", "H", "H"],
  "positions_angstrom": [[1.0842, 1.5352, -0.3615], [0.3379, 0.4117, 0.3467], [1.1291, -0.0755, 1.5464], [1.0831, 0.8419, 2.6340], [-0.0055, -0.6581, -0.5562], [-1.4244, -0.8836, -0.7507], [-1.6610, -1.6888, -1.9348], [0.5485, 1.8540, -1.2564], [2.0843, 1.2152, -0.6551], [1.1830, 2.4313, 0.2463], [-0.5643, 0.8520, 0.7921], [0.7573, -1.0257, 1.9079], [2.1822, -0.2286, 1.2734], [0.9491, 1.7221, 2.2573], [0.4377, -1.5329, -0.3220], [-1.9163, 0.0925, -0.8013], [-1.8850, -1.3780, 0.1249], [-1.9283, -1.1223, -2.7254], [-2.3916, -2.3626, -1.7657]],
  "mol_weight_g_mol": 104.2,
  "total_charge": 0,
  "smiles": "C[C@H](CO)NCN"
}



<C>
{
  "formula": "C4H12N2O",
  "method": "ωB97M-V/def2-TZVPD",
  "symbols": ["C", "C", "N", "C", "C", "N", "H", "H", "H", "H", "H", "H", "H", "H", "H", "H", "O", "H", "H"],
  "positions_angstrom": [[-1.4024, 0.4882, -1.2391], [-0.1571, 0.7445, -0.6219], [0.4957, 1.9957, -0.8827], [0.8343, -0.3649, -0.1722], [1.4159, 0.1406, 1.2553], [0.4432, 0.8707, 2.0914], [-1.9363, 1.3441, -1.5978], [-1.8776, -0.4166, -1.2503], [1.4440, 1.8442, -0.8644], [0.2462, 2.4685, -1.7082], [1.6679, -0.5386, -0.9367], [0.4020, -1.3092, 0.0455], [2.2397, 0.7347, 1.2155], [1.4446, -0.8382, 1.9257], [-0.5032, 0.5815, 2.1018], [0.4449, 1.8047, 1.7961], [-1.9746, -2.8971, -0.1415], [-1.3304, -2.8291, -0.9861], [-1.8967, -3.8238, -0.0305]],
  "mol_weight_g_mol": 104.2,
  "total_charge": 0,
  "smiles": "C=C(N)CCN.O"
}



<D>
{
  "formula": "C4H12N2O",
  "method": "ωB97M-V/def2-TZVPD",
  "symbols": ["C", "C", "N", "C", "N", "C", "O", "H", "H", "H", "H", "H", "H", "H", "H", "H", "H", "H", "H"],
  "positions_angstrom": [[-0.6831, -1.9942, -1.1823], [-1.2215, -0.9418, -0.1536], [-0.6529, -1.1829, 1.1698], [-0.6895, 0.4378, -0.7020], [-0.2013, 1.3110, 0.3688], [1.1590, 1.8217, 0.1847], [2.0265, 0.7319, 0.5757], [0.4250, -1.9469, -1.0385], [-0.9539, -2.9675, -0.7617], [-0.9327, -1.9706, -2.2496], [-2.3189, -0.8963, -0.2346], [0.2232, -0.7207, 1.3615], [-0.5226, -2.1831, 1.2902], [-1.5540, 0.8964, -1.1944], [0.0469, 0.3391, -1.5074], [-0.8436, 2.0953, 0.4166], [1.2421, 2.1261, -0.8525], [1.3933, 2.6088, 0.8913], [2.3708, 0.2873, -0.2104]],
  "mol_weight_g_mol": 104.2,
  "total_charge": 0,
  "smiles": "C[C@@H](N)CNCO"
}



Computed energies relative to the best structure, in kJ/mol: <A> 0.0; <B> 18.8; <C> 173.6; <D> 62.4



<A>
{
  "formula": "C4H12N2O",
  "method": "ωB97M-V/def2-TZVPD",
  "symbols": ["C", "C", "O", "C", "N", "C", "N", "H", "H", "H", "H", "H", "H", "H", "H", "H", "H", "H", "H"],
  "positions_angstrom": [[1.1710, -0.4221, 1.7731], [-0.0237, 0.3197, 1.2655], [0.4222, 1.6905, 1.2025], [-0.5938, -0.1474, -0.0821], [-1.4569, 0.9176, -0.5917], [0.5338, -0.4114, -1.0787], [0.1210, -0.8171, -2.4183], [2.0181, -0.1202, 1.1672], [1.2739, -0.2302, 2.8252], [1.0779, -1.4917, 1.6652], [-0.7903, 0.3100, 2.0458], [-0.1015, 2.1506, 0.5313], [-1.1409, -1.0787, 0.1127], [-1.9227, 0.5796, -1.4214], [-2.0985, 1.2671, 0.1014], [1.2692, -1.1118, -0.6989], [1.0446, 0.5268, -1.1830], [-0.2596, -1.7548, -2.3880], [-0.5439, -0.1763, -2.8279]],
  "mol_weight_g_mol": 104.2,
  "total_charge": 0,
  "smiles": "C[C@@H](O)[C@@H](N)CN"
}



<B>
{
  "formula": "C4H12N2O",
  "method": "ωB97M-V/def2-TZVPD",
  "symbols": ["C", "C", "C", "N", "N", "C", "O", "H", "H", "H", "H", "H", "H", "H", "H", "H", "H", "H", "H"],
  "positions_angstrom": [[0.9989, -1.4482, -0.5265], [-0.0656, -0.3624, -0.4237], [-0.2307, 0.2851, -1.8288], [-1.4507, 1.0290, -2.0605], [0.3325, 0.7296, 0.4807], [0.0935, 0.5829, 1.9070], [0.2551, -0.7474, 2.4365], [1.9614, -0.9897, -0.7638], [1.1111, -1.9888, 0.4046], [0.7038, -2.1816, -1.2878], [-1.0344, -0.7205, -0.0691], [0.6097, 0.9807, -1.9620], [-0.0661, -0.4823, -2.5802], [-2.2775, 0.4813, -1.8576], [-1.4330, 1.9110, -1.5622], [1.2735, 1.0390, 0.2795], [-0.9463, 0.8205, 2.0868], [0.7952, 1.2338, 2.4216], [1.1271, -1.0587, 2.1471]],
  "mol_weight_g_mol": 104.2,
  "total_charge": 0,
  "smiles": "C[C@H](CN)NCO"
}



<C>
{
  "formula": "C4H12N2O",
  "method": "ωB97M-V/def2-TZVPD",
  "symbols": ["C", "C", "C", "C", "N", "N", "O", "H", "H", "H", "H", "H", "H", "H", "H", "H", "H", "H", "H"],
  "positions_angstrom": [[1.9810, 0.0272, 0.4285], [-0.1111, -0.3464, 0.7181], [-3.1734, -0.4986, -0.3010], [2.5051, 0.0843, -0.9806], [-0.1022, 0.7178, -0.0852], [-2.1379, 0.0775, 0.5241], [2.3087, 1.0597, 1.2683], [1.9678, 1.8801, 0.8870], [-0.2547, 0.4139, -1.0472], [-2.4976, 0.8170, 1.1255], [2.1873, -0.9143, 0.9339], [-0.0172, -0.1850, 1.7840], [-0.2249, -1.3748, 0.3838], [-3.9245, -1.0615, 0.2798], [-3.7272, 0.2391, -0.9011], [-2.7247, -1.2159, -1.0002], [2.2473, 1.0264, -1.4664], [2.1008, -0.7366, -1.5765], [3.5976, -0.0099, -0.9750]],
  "mol_weight_g_mol": 104.2,
  "total_charge": 0
}



Computed energies relative to the best structure, in kJ/mol: <A> 0.0; <B> 24.0; <C> 580.6